Below is 5 unconnected molecules or ions with the total composition C30H47BF2N6O8, with properties calculated with the ωB97M-V functional and the def2-TZVPD basis.

Properties
frontier orbital gap	8.90	eV
2S+1	1
SMILES string	CCOB(O)[C@@](C#N)(CCc1ccccc1)C(C#N)(CC(=O)F)CC(=O)F.CN(C)C=O.CN(C)C=O.CN(C)C=O.CN(C)C=O
E_tot	-2326.47237	hartree
HOMO energy	-8.55	eV
relative energy (zero: lowest compared OMol25 entry of this formula, charge and spin)	0.00	kcal per mole

Cartesian coordinates (Å):
C  -0.473079  4.493331  -3.356509
C  -0.932613  3.088326  -3.677607
O  0.150765  2.157415  -3.487090
B  0.900680  1.838975  -4.551525
O  0.903889  2.578820  -5.733668
C  1.876074  0.542679  -4.467770
C  2.987301  0.874663  -5.371312
N  3.840515  1.114908  -6.089245
C  2.515821  0.343098  -3.077736
C  3.480307  1.485717  -2.667992
C  3.114991  1.949369  -1.264608
C  3.538987  1.205143  -0.162503
C  3.170488  1.608481  1.120620
C  2.387355  2.745876  1.266977
C  1.992266  3.512796  0.180248
C  2.361438  3.109704  -1.104974
C  1.217903  -0.769769  -5.043121
C  2.325583  -1.654434  -5.454273
N  3.186691  -2.352664  -5.720220
C  0.444500  -0.473268  -6.368435
C  -1.026843  -0.277940  -6.203037
O  -1.584876  0.765168  -6.283910
F  -1.735284  -1.394390  -5.990598
C  0.433656  -1.620445  -4.006692
C  -0.394245  -0.855641  -3.016060
O  -1.320623  -0.147420  -3.209594
F  -0.002905  -1.081851  -1.753259
H  -0.060504  4.473139  -2.347302
H  -1.298251  5.197910  -3.327549
H  0.330336  4.840213  -4.000892
H  -1.404035  2.986616  -4.649825
H  -1.680953  2.815108  -2.937147
H  1.527960  3.307073  -5.612174
H  3.075406  -0.592356  -3.118241
H  1.771061  0.270271  -2.295393
H  3.394058  2.358119  -3.313637
H  4.504995  1.127713  -2.650972
H  4.128978  0.318678  -0.353719
H  3.501200  1.013913  1.958604
H  2.073046  3.043372  2.252747
H  1.387278  4.399259  0.301926
H  2.052401  3.680276  -1.968743
H  0.570159  -1.366524  -6.982203
H  0.899702  0.336397  -6.924307
H  -0.208315  -2.346608  -4.497097
H  1.158928  -2.209323  -3.455705
C  0.563504  -1.595204  4.641762
N  1.119935  -0.253249  4.740620
C  1.964902  0.071576  5.875307
C  0.884314  0.696965  3.825160
O  1.343865  1.833814  3.878044
H  -0.054968  -1.800898  5.513808
H  1.366942  -2.322618  4.601956
H  -0.044867  -1.678086  3.745245
H  1.532568  0.900739  6.438021
H  2.954120  0.377582  5.529696
H  2.054510  -0.800349  6.517586
H  0.234750  0.366955  3.003205
C  -4.167317  2.091215  2.003875
N  -3.548102  0.884480  2.514882
C  -4.297632  0.030476  3.422057
C  -2.299830  0.524888  2.177765
O  -1.735675  -0.478295  2.580403
H  -4.434128  2.752678  2.830374
H  -5.070858  1.839068  1.445385
H  -3.478859  2.613813  1.343396
H  -3.767433  -0.059186  4.370649
H  -4.401038  -0.966546  2.993713
H  -5.282638  0.455900  3.594166
H  -1.813471  1.233392  1.486125
C  -4.017782  -1.203337  -3.990035
N  -5.328739  -1.144222  -3.368713
C  -6.486705  -0.822745  -4.184429
C  -5.510668  -1.376233  -2.055615
O  -6.584852  -1.336354  -1.485903
H  -3.773127  -0.236713  -4.430968
H  -4.015288  -1.963649  -4.773140
H  -3.268225  -1.452875  -3.249092
H  -6.970737  0.078306  -3.806203
H  -7.209590  -1.638274  -4.143896
H  -6.174914  -0.663339  -5.213500
H  -4.571701  -1.610243  -1.524143
C  4.049283  -4.926871  8.842727
N  2.913346  -4.144983  8.395248
C  2.077761  -3.478045  9.380777
C  2.602040  -4.013250  7.094073
O  1.660723  -3.367946  6.668455
H  3.712919  -5.734693  9.495386
H  4.745596  -4.292708  9.394699
H  4.567226  -5.357418  7.988680
H  1.051187  -3.836358  9.301468
H  2.077146  -2.402462  9.202182
H  2.457549  -3.680174  10.378706
H  3.292764  -4.554415  6.425560

Atoms 1-3, force components in eV/Å:
0.340 -0.232 0.517
-0.321 0.398 0.739
-0.150 -0.141 -0.499